{"formula": "C31H42Br2I2N2O8S4", "method": "ωB97M-V with the def2-TZVPD basis set", "elements": ["I", "I", "Br", "Br", "S", "S", "S", "S", "O", "O", "O", "O", "O", "O", "O", "O", "N", "N", "C", "C", "C", "C", "C", "C", "C", "C", "C", "C", "C", "C", "C", "C", "C", "C", "C", "C", "C", "C", "C", "C", "C", "C", "C", "C", "C", "C", "C", "C", "C", "H", "H", "H", "H", "H", "H", "H", "H", "H", "H", "H", "H", "H", "H", "H", "H", "H", "H", "H", "H", "H", "H", "H", "H", "H", "H", "H", "H", "H", "H", "H", "H", "H", "H", "H", "H", "H", "H", "H", "H", "H", "H"], "xyz": [[0.15, 2.44, 5.22], [3.13, -6.95, 1.02], [3.45, 3.47, 2.63], [0.80, 5.02, 1.29], [0.87, 1.16, -2.62], [-0.12, 3.52, -8.58], [2.66, -2.63, 1.76], [-3.21, 5.13, 2.56], [-0.29, 0.42, -3.47], [2.03, 1.42, -3.43], [-0.83, -4.44, 4.98], [-0.19, 2.38, -9.47], [0.35, 2.40, -2.12], [-0.80, 4.75, -8.88], [-3.57, 3.80, 3.00], [-2.07, 5.83, 3.08], [1.23, -2.74, 4.29], [-1.83, -7.08, 4.31], [-4.65, 6.99, 1.40], [0.83, -4.65, 1.12], [2.04, -1.18, 2.60], [-0.29, -4.50, 3.70], [1.61, 3.86, -8.22], [0.76, -3.67, 3.33], [-0.23, -5.45, 1.50], [0.83, -0.38, 4.51], [-3.13, 5.15, 0.76], [-0.78, -5.39, 2.76], [2.97, 0.30, 0.80], [0.71, 3.19, 1.85], [3.08, -5.75, -1.85], [1.79, 3.59, -6.72], [1.31, -3.76, 2.07], [0.75, 2.54, -6.31], [1.77, 2.58, 2.39], [-4.65, 6.19, 2.70], [-0.56, 2.99, -6.93], [2.83, -5.35, -0.38], [1.43, 0.11, -1.25], [1.42, -4.70, -0.27], [2.21, 0.10, 2.09], [1.65, 1.16, 2.83], [-0.61, 2.47, 1.61], [-1.53, -8.50, 4.02], [-1.96, -6.32, 3.06], [1.37, -1.43, 3.78], [0.98, 0.90, 4.01], [-4.32, 5.99, 0.29], [2.21, 1.05, -0.31], [3.55, -4.56, -0.13], [-0.63, -6.15, 0.77], [-3.17, 4.13, 0.39], [2.96, -6.82, -2.04], [-5.18, 5.33, 0.12], [3.40, -0.62, 0.40], [-4.56, 6.81, 3.58], [1.61, 4.51, -6.16], [-0.89, -8.60, 3.13], [-2.18, 5.61, 0.48], [3.85, 0.93, 1.05], [2.95, 1.58, -0.93], [-1.09, -6.71, 4.89], [0.69, -5.16, -0.94], [0.68, 2.45, -5.23], [2.80, 3.26, -6.50], [-3.88, 7.76, 1.43], [2.06, -0.66, -1.71], [-4.10, 6.48, -0.66], [-2.86, -5.68, 3.08], [-5.61, 7.48, 1.23], [-1.13, 2.22, 2.54], [4.05, -5.37, -2.20], [1.83, 4.89, -8.48], [2.21, 3.18, -8.82], [2.32, -5.25, -2.48], [-1.31, 2.20, -6.99], [1.04, 1.56, -6.71], [-0.37, -0.48, -3.13], [1.52, 1.82, 0.05], [0.30, -0.56, 5.44], [-5.53, 5.55, 2.77], [-0.37, 1.55, 1.06], [1.53, -3.66, -0.60], [0.54, -0.34, -0.78], [-1.60, -3.87, 4.99], [-2.12, -7.00, 2.21], [0.67, -2.75, 5.13], [-0.94, -8.90, 4.85], [-0.97, 3.85, -6.41], [-2.43, -9.11, 3.88], [-1.22, 3.07, 0.94]], "lowdin_charge": [0.9812, 0.8562, 0.7404, 0.7669, 0.5889, 0.6612, 1.0730, 0.6387, -0.1449, -0.2902, 0.0439, -0.3240, -0.2810, -0.3292, -0.3318, -0.3400, 0.1160, -0.1064, -0.2207, -0.3120, -0.3555, -0.2030, -0.2215, -0.1904, -0.0238, -0.0898, -0.2340, -0.1312, -0.1373, -0.7762, -0.1556, -0.2073, -0.3803, -0.2231, -0.7608, -0.2309, -0.2278, -0.7672, -0.2059, -0.2377, -0.1677, -0.2910, -0.0999, -0.1339, -0.1742, -0.2481, -0.5890, -0.2111, -0.1999, 0.0461, 0.1249, 0.0960, 0.0593, 0.1167, 0.0777, 0.1082, 0.1195, 0.0756, 0.0789, 0.1078, 0.1290, 0.0814, 0.1164, 0.0774, 0.1159, 0.1201, 0.1109, 0.1152, 0.1191, 0.1150, 0.0479, 0.0756, 0.1009, 0.1029, 0.0701, 0.1069, 0.1258, 0.0926, 0.0763, 0.1003, 0.1074, 0.0817, 0.1023, 0.1115, 0.1298, 0.1094, 0.1246, 0.0779, 0.1086, 0.0738, 0.0504], "homo_lumo_gap_ev": 7.951, "relative_energy_ev": 0.972, "e_lumo_ha": -0.01378}

***

{"formula": "C31H42F8N3O6Si", "method": "ωB97M-V with the def2-TZVPD basis set", "elements": ["Si", "F", "F", "F", "F", "F", "F", "F", "F", "O", "O", "O", "O", "O", "O", "N", "N", "N", "C", "C", "C", "C", "C", "C", "C", "C", "C", "C", "C", "C", "C", "C", "C", "C", "C", "C", "C", "C", "C", "C", "C", "C", "C", "C", "C", "C", "C", "C", "C", "H", "H", "H", "H", "H", "H", "H", "H", "H", "H", "H", "H", "H", "H", "H", "H", "H", "H", "H", "H", "H", "H", "H", "H", "H", "H", "H", "H", "H", "H", "H", "H", "H", "H", "H", "H", "H", "H", "H", "H", "H", "H"], "xyz": [[7.24, 1.00, -0.97], [-8.70, 3.37, 4.48], [-4.32, 3.33, -1.25], [-2.81, -6.75, -3.00], [-10.42, 4.50, 3.81], [0.10, 1.57, -0.39], [-1.60, -7.15, -1.25], [-2.11, -5.11, -1.76], [-8.48, 5.43, 3.85], [-4.72, -5.48, -1.16], [-9.69, 3.36, 1.39], [-7.54, 3.90, 1.84], [-3.87, 2.95, -3.47], [-1.17, 2.42, -2.36], [-4.10, -7.37, -0.08], [-3.18, 1.16, -2.02], [-3.42, -1.35, 1.58], [-0.88, 0.70, -0.77], [5.77, -1.59, -0.74], [-5.97, -5.49, -0.47], [-7.42, 4.50, -0.51], [0.70, -1.37, -0.36], [-9.12, 4.28, 3.56], [6.90, -0.79, -1.58], [-2.60, -6.38, -1.71], [-8.86, 3.80, 2.14], [-2.62, 0.93, 2.79], [-3.37, -0.40, 2.64], [5.63, 1.42, 3.29], [9.05, 1.51, -1.46], [6.91, 1.80, 4.10], [7.10, 1.25, 0.92], [4.65, -2.31, -1.64], [-7.16, 3.44, 0.53], [3.55, -1.32, -2.29], [-1.68, 1.41, 1.65], [2.15, -0.76, -0.04], [6.09, 2.31, -1.82], [-1.70, 0.41, 0.47], [8.40, 1.61, 1.77], [2.96, -0.20, -1.30], [5.77, 1.17, 1.75], [-3.86, -6.49, -0.87], [-2.58, -0.85, 0.54], [-0.21, -0.51, -1.37], [-5.82, -4.90, 0.92], [-3.79, 2.50, -2.29], [-1.75, 1.45, -1.76], [8.29, 1.87, 3.32], [5.05, 1.85, -1.99], [-4.02, -0.69, 3.56], [6.04, 3.29, -1.21], [-8.49, 4.72, -0.59], [0.86, -2.42, -0.83], [4.60, 1.33, 3.80], [-2.75, 1.57, 3.73], [2.73, -1.99, -2.75], [4.82, 0.91, 1.16], [4.09, -3.13, -1.06], [2.80, -1.60, 0.43], [3.88, 0.38, -0.87], [2.40, 0.57, -1.94], [-6.39, -6.50, -0.43], [-5.39, -3.90, 0.86], [-5.16, -5.50, 1.53], [6.33, -2.44, -0.18], [9.21, 2.15, 3.96], [6.55, 2.57, -2.84], [9.44, 1.70, 1.31], [2.05, 0.11, 0.72], [6.59, -0.71, -2.69], [-6.66, -4.88, -1.06], [-6.79, -4.83, 1.41], [-6.09, 3.22, 0.58], [9.15, 2.66, -1.49], [9.23, 1.04, -2.51], [6.93, 2.02, 5.23], [5.25, -0.98, 0.08], [-0.98, -1.24, -1.84], [-3.24, 0.60, -2.89], [-7.66, 2.50, 0.29], [9.83, 1.05, -0.74], [-6.93, 5.44, -0.24], [4.06, -0.81, -3.20], [5.18, -2.84, -2.52], [0.19, -1.58, 0.66], [-2.56, -1.51, -0.41], [7.87, -1.43, -1.57], [-7.06, 4.18, -1.49], [-1.09, 2.39, 1.68], [0.40, -0.11, -2.28]], "lowdin_charge": [0.5398, 0.1524, 0.0684, 0.1607, 0.1630, 0.1052, 0.1613, 0.1292, 0.1540, 0.0116, 0.1696, 0.0171, 0.1416, 0.1793, 0.1745, 0.1735, 0.0772, -0.1268, -0.2487, -0.2029, -0.0589, -0.1439, -0.5077, -0.2590, -0.5059, -0.3597, -0.0019, -0.0826, -0.0830, -0.2195, -0.0704, -0.2157, -0.2191, -0.2168, -0.2072, 0.0797, -0.1907, -0.2020, -0.1184, -0.0529, -0.2195, -0.0910, -0.3647, -0.0605, -0.0806, -0.0617, -0.3020, -0.2376, -0.0624, 0.0128, 0.1303, 0.0558, 0.0824, 0.1394, 0.0856, 0.1196, 0.1092, 0.0589, 0.1041, 0.1294, 0.0786, 0.1049, 0.1298, 0.0673, 0.0795, 0.1233, 0.0871, 0.0452, 0.0721, 0.1143, 0.0857, 0.1265, 0.0864, 0.1033, 0.0558, 0.0477, 0.0914, 0.0637, 0.1572, 0.1639, 0.1268, 0.0355, 0.0887, 0.1162, 0.1238, 0.1292, 0.1247, 0.0960, 0.0761, 0.1271, 0.1603], "homo_lumo_gap_ev": 5.313, "charge": 1, "e_lumo_ha": -0.18707}

***

{"formula": "C31H42N8O4S2Ti", "method": "ωB97M-V with the def2-TZVPD basis set", "elements": ["Ti", "S", "S", "O", "O", "O", "O", "N", "N", "N", "N", "N", "N", "N", "N", "C", "C", "C", "C", "C", "C", "C", "C", "C", "C", "C", "C", "C", "C", "C", "C", "C", "C", "C", "C", "C", "C", "C", "C", "C", "C", "C", "C", "C", "C", "C", "H", "H", "H", "H", "H", "H", "H", "H", "H", "H", "H", "H", "H", "H", "H", "H", "H", "H", "H", "H", "H", "H", "H", "H", "H", "H", "H", "H", "H", "H", "H", "H", "H", "H", "H", "H", "H", "H", "H", "H", "H", "H"], "xyz": [[-0.68, -0.06, 0.20], [7.42, 1.82, -2.11], [-0.26, -0.45, -4.38], [7.73, 1.21, -3.37], [6.13, 2.50, -2.06], [8.49, 2.48, -1.41], [-0.46, 0.26, 1.87], [-0.27, -0.37, -1.84], [-1.05, 1.96, -0.09], [5.89, 0.24, -0.61], [1.87, -0.75, -2.78], [1.36, -0.44, 0.27], [-1.65, 2.65, 0.92], [-1.55, -0.08, -2.23], [8.08, -0.52, -0.77], [-0.92, 4.17, -0.45], [0.57, -0.55, -2.87], [-0.82, -3.16, 3.42], [-0.90, -3.80, 0.55], [-0.58, 2.92, -0.95], [4.10, -0.76, 0.39], [1.89, -1.66, 0.38], [-2.44, -1.84, 0.22], [2.16, 0.65, 0.31], [6.47, -1.78, 0.49], [-3.23, -0.77, 0.73], [7.12, 0.37, -1.05], [3.52, 0.52, 0.32], [0.18, 2.65, -2.20], [-3.02, 0.16, -4.20], [-2.75, -2.45, -1.14], [-1.73, -0.10, -3.50], [-4.20, -0.06, -0.19], [-2.87, -1.34, 4.47], [-1.61, 3.97, 0.73], [3.25, -1.86, 0.53], [-4.09, 0.55, 2.71], [-3.28, -0.56, 2.12], [-2.60, -1.43, 2.99], [-1.62, -2.59, 1.10], [5.56, -0.80, 0.13], [0.32, 0.49, 3.03], [-2.93, 1.30, -5.21], [7.76, -1.55, -0.01], [-1.69, -2.37, 2.49], [-2.21, 4.93, 1.69], [-3.39, -1.81, -1.74], [-0.42, 2.10, -2.92], [-1.87, -2.69, -1.72], [-0.67, 5.12, -0.90], [2.35, -0.73, -1.90], [1.68, 1.62, 0.29], [-3.90, 1.45, -5.69], [-4.22, 1.39, 2.03], [-3.92, -1.16, 4.65], [4.17, 1.38, 0.21], [-2.21, 1.07, -6.00], [3.64, -2.86, 0.60], [-0.51, -3.65, -0.45], [-2.38, 5.89, 1.20], [1.11, 2.11, -2.01], [-3.28, -3.39, -0.96], [0.46, 3.60, -2.65], [-2.11, 2.14, 1.66], [-1.53, 5.11, 2.53], [-1.61, -4.63, 0.48], [6.24, -2.64, 1.10], [-3.71, 0.41, -1.04], [0.74, 1.49, 2.98], [-3.16, 4.57, 2.08], [1.21, -2.50, 0.32], [-2.32, -0.51, 4.94], [-4.78, 0.69, 0.33], [-5.10, 0.22, 2.97], [-3.65, 0.92, 3.64], [-2.64, 2.23, -4.73], [-0.33, 0.40, 3.90], [-3.34, -0.77, -4.69], [-0.09, -4.14, 1.19], [0.16, -3.37, 2.99], [-3.76, 0.37, -3.42], [1.12, -0.25, 3.07], [-1.27, -4.13, 3.67], [-0.65, -2.64, 4.36], [-4.92, -0.79, -0.59], [-2.59, -2.25, 4.99], [8.56, -2.24, 0.23], [2.45, -0.81, -3.61]], "lowdin_charge": [1.1961, 0.3928, 1.2249, -0.3312, -0.3864, -0.3195, -0.3393, -0.1214, -0.0376, 0.1250, 0.1999, -0.1002, 0.0757, -0.0247, 0.1624, 0.0674, -0.6286, -0.0074, -0.0260, -0.2665, -0.0818, -0.0950, -0.2720, -0.1012, 0.0258, -0.2166, -0.3107, 0.0532, 0.0117, -0.2145, -0.0244, -0.5602, -0.0139, -0.0081, -0.2341, 0.0464, -0.0197, -0.1697, -0.1632, -0.1996, -0.2471, -0.0303, -0.0753, -0.0846, -0.1584, 0.0231, 0.0652, 0.0608, 0.0794, 0.1413, 0.0943, 0.1224, 0.0924, 0.0688, 0.1000, 0.1422, 0.0770, 0.1350, 0.0811, 0.1024, 0.0816, 0.1206, 0.1102, 0.1450, 0.1051, 0.1219, 0.1100, 0.0608, 0.1082, 0.0935, 0.1012, 0.0986, 0.0777, 0.1209, 0.0898, 0.0840, 0.0944, 0.1317, 0.0770, 0.0802, 0.1129, 0.1059, 0.1197, 0.0864, 0.1098, 0.0891, 0.1213, 0.1450], "homo_lumo_gap_ev": 2.779, "relative_energy_ev": 1.620, "charge": 2, "e_lumo_ha": -0.30040}